13
Properties=species:S:1:pos:R:3:mulliken_charge:R:1 method="wB97M-V/def2-TZVPD" charge=0 smiles=CNC.S orbital_gap_ev=10.15 energy_ev=-14544.3509 relative_energy_kcal_mol=21.7 homo_ev=-9.191
C -0.9382 -0.5387 -0.9971 -0.889
N -0.2624 0.3831 0.0052 -0.270
C -0.4848 -0.2066 1.3266 -0.925
H -2.0429 -0.6055 -1.0495 0.290
H -0.5280 -0.2329 -1.9578 0.306
H -0.5229 -1.5502 -0.7465 0.310
H -0.7844 1.2921 -0.0334 0.250
H -1.5761 -0.2741 1.5752 0.320
H 0.1324 0.2332 2.0989 0.304
H -0.1887 -1.2514 1.2422 0.321
S 2.9368 1.0414 -0.7479 -0.281
H 2.4626 -0.0722 -0.2888 0.109
H 1.7967 1.7819 -0.4271 0.156



13
Properties=species:S:1:pos:R:3:mulliken_charge:R:1 method="wB97M-V/def2-TZVPD" charge=0 smiles=CCN.S orbital_gap_ev=9.97 energy_ev=-14545.1381 relative_energy_kcal_mol=3.6 homo_ev=-8.997
C 0.6815 0.8297 1.8001 -0.954
C -0.3718 1.4531 0.8948 -0.400
N -1.3125 0.4320 0.3981 -0.586
H 1.3595 1.6262 2.1073 0.318
H 0.2413 0.4216 2.7118 0.298
H 1.2660 0.0761 1.2744 0.251
H -0.8847 2.2808 1.3955 0.349
H 0.1176 1.8395 0.0012 0.308
H -1.9853 0.8682 -0.2297 0.212
H -1.8828 0.0719 1.1591 0.208
S 0.5202 -1.3352 -1.6447 -0.340
H 0.8289 -2.3496 -0.8312 0.134
H -0.1895 -0.6482 -0.6873 0.202